# 1
{"formula": "CH2N2O2S2", "method": "the ωB97M-V functional and the def2-TZVPD basis", "elements": ["N", "S", "O", "O", "N", "C", "S", "H", "H"], "coordinates": [[-0.824, 0.928, 1.130], [-0.674, 0.929, -0.530], [0.266, 2.008, -0.840], [-1.755, 0.582, -1.339], [0.598, -0.824, -0.439], [1.225, -1.826, -0.532], [2.068, -3.238, -0.446], [-0.039, 1.442, 1.518], [-0.866, 0.000, 1.478]], "forces_ev_per_a": [[-0.57, 0.78, -2.04], [5.57, 1.12, 1.42], [-2.26, -2.43, 0.45], [-0.80, -0.60, 0.19], [-1.16, 1.56, -0.36], [0.27, -0.98, 0.44], [-0.88, 1.63, -0.30], [0.07, 0.00, -0.17], [-0.24, -1.07, 0.38]], "relative_energy_ev": 1.772, "e_homo_ha": -0.32301, "lumo_energy_ev": -1.56, "orbital_gap_ev": 7.23}

---

# 2
{"formula": "CH2N2O2S2", "method": "the ωB97M-V functional and the def2-TZVPD basis", "elements": ["O", "N", "O", "N", "C", "S", "S", "H", "H"], "coordinates": [[1.078, 1.911, -0.484], [1.129, 0.987, 0.268], [1.075, 1.001, 1.442], [1.452, -0.243, -0.291], [1.203, -1.418, -0.083], [0.987, -2.928, -0.084], [-1.765, 0.175, 0.044], [-2.341, -0.408, -1.204], [-2.818, 0.923, 0.392]], "forces_ev_per_a": [[-0.25, 0.25, -0.67], [0.92, -0.14, -0.94], [-0.55, 0.21, 2.69], [0.30, -1.16, -1.08], [0.10, 2.14, -0.22], [-0.20, -1.21, 0.23], [-1.04, -1.28, -2.17], [0.86, 1.27, 2.42], [-0.14, -0.09, -0.25]], "relative_energy_ev": 4.174, "e_homo_ha": -0.36783, "lumo_energy_ev": -0.74, "orbital_gap_ev": 9.27}